# 1
Computed, not measured: a molecular structure, C6H3PS at a distorted geometry, with the ωB97M-V functional and the def2-TZVPD basis.

- HOMO-LUMO gap: 6.98 eV
- Lowest unoccupied orbital energy: -0.0751 Ha
- Total charge: 0

Each line ends with the Löwdin charge.
Positions of all 11 atoms, in Å:
C  -1.371154  4.166399  -1.760860  0.157
C  -1.149170  3.154968  -1.133606  -0.134
C  -0.983790  2.045796  -0.390000  -0.043
C  -0.660831  1.125575  0.312962  -0.043
C  -0.378227  -0.067672  0.907291  -0.202
C  0.210036  -0.890169  1.575498  -0.117
P  1.435580  -3.243220  0.094157  0.368
S  0.886799  -3.139388  1.990702  0.336
H  -1.868195  4.954212  -2.108493  -0.008
H  1.176176  -4.684314  0.117443  -0.105
H  2.702776  -3.422187  0.394907  -0.208

Forces on the atoms, in the same order (eV/Å):
C 1.155 -3.437 1.926
C -0.569 1.674 -1.010
C 0.678 -0.206 0.343
C -0.557 -0.661 -0.367
C 0.624 0.510 0.519
C 0.825 -4.359 1.077
P -1.653 -1.351 -2.420
S -2.174 4.466 1.728
H -1.226 2.885 -1.539
H 0.109 0.769 -0.366
H 2.786 -0.289 0.109



# 2
Computed, not measured: a molecular structure, C24H18Cl2NO3PSe2W, with the ωB97M-V functional and the def2-TZVPD basis.

- Multiplicity: 2
- HOMO-LUMO gap (alpha / beta): 6.21 / 6.39 eV
- Lowest unoccupied orbital energy (alpha / beta): -0.1559 / -0.1668 Ha
- Total charge: +1
- ⟨S²⟩: 0.7635

Each line ends with the Löwdin charge.
Positions of all 52 atoms, in Å:
W  -0.039635  0.307380  1.418126  0.621
Se  1.579602  1.672147  0.576216  0.298
P  1.411064  -1.493589  0.426884  0.951
Se  0.782718  -0.319936  3.414672  0.355
C  3.103620  -1.642006  0.986240  -0.476
C  4.144468  -1.074079  0.248441  -0.122
C  5.446756  -1.178001  0.707366  -0.059
C  5.714221  -1.848404  1.894324  -0.057
C  4.680815  -2.415582  2.626236  -0.062
C  3.374158  -2.313243  2.177183  -0.132
C  1.372527  -1.861171  -1.316302  -0.407
C  0.235595  -1.511395  -2.059800  -0.118
C  0.143383  -1.856532  -3.396112  -0.070
C  1.172659  -2.563767  -4.007361  -0.059
C  2.289180  -2.937849  -3.272080  -0.059
C  2.389131  -2.600232  -1.934113  -0.081
H  3.931922  -0.544217  -0.672328  0.107
H  6.252405  -0.731028  0.140811  0.113
H  6.732854  -1.927049  2.249691  0.112
H  4.892227  -2.939145  3.548666  0.113
H  2.566922  -2.757198  2.746907  0.088
H  -0.568994  -0.978522  -1.579913  0.069
H  -0.737128  -1.586400  -3.965615  0.112
H  1.098866  -2.834981  -5.051943  0.112
H  3.082051  -3.502162  -3.744096  0.114
H  3.257171  -2.906236  -1.363492  0.106
Cl  -7.402454  0.309860  2.402327  0.712
C  -5.694945  0.561182  2.320348  -0.655
C  -5.152327  1.772704  2.763479  -0.081
C  -3.794845  1.985327  2.710800  -0.570
Cl  -3.135052  3.490231  3.242687  0.755
C  -2.909852  1.002379  2.220435  -0.350
O  -1.626574  1.235044  2.235740  -0.326
C  -3.482143  -0.205122  1.750870  -0.117
C  -2.695810  -1.241803  1.184404  -0.111
O  -1.463343  -1.234608  0.984091  -0.211
C  -4.876096  -0.412038  1.820089  -0.039
H  -5.800325  2.546512  3.151384  0.119
H  -3.221306  -2.151027  0.879005  0.154
H  -5.293831  -1.346551  1.468170  0.124
O  -1.272348  0.874298  -0.382415  -0.312
N  -1.129826  2.029672  -1.028143  -0.208
C  -0.443566  2.052836  -2.179925  -0.029
C  -0.293052  3.235235  -2.872406  -0.012
C  -0.835702  4.402409  -2.359859  -0.024
C  -1.519375  4.350296  -1.154351  -0.005
C  -1.654370  3.146899  -0.499206  0.005
H  -0.037166  1.107925  -2.505189  0.124
H  0.256474  3.227759  -3.802159  0.124
H  -0.723854  5.339152  -2.887172  0.123
H  -1.950477  5.235071  -0.709509  0.126
H  -2.156379  3.029544  0.447893  0.115

Forces on the atoms, in the same order (eV/Å):
W 0.353 0.193 0.366
Se -0.054 0.064 0.144
P -0.174 0.003 -0.245
Se 0.006 -0.042 -0.019
C 0.068 0.030 -0.042
C 0.042 0.011 0.089
C -0.016 0.015 -0.018
C -0.014 -0.001 -0.009
C 0.023 -0.024 0.043
C 0.030 0.037 -0.062
C -0.076 -0.070 0.004
C 0.109 -0.102 -0.009
C -0.002 -0.008 -0.041
C -0.016 0.017 0.018
C 0.017 -0.012 -0.024
C 0.077 -0.007 0.055
H 0.019 0.008 0.017
H 0.011 0.002 0.005
H 0.001 -0.002 0.005
H 0.003 -0.002 0.001
H 0.005 -0.014 0.009
H -0.130 0.075 0.057
H 0.001 0.005 0.019
H -0.007 0.001 -0.002
H 0.009 -0.003 0.012
H -0.049 -0.022 -0.060
Cl 0.021 0.040 0.014
C -0.033 -0.100 -0.038
C 0.108 -0.022 -0.020
C -0.051 0.105 0.034
Cl -0.001 -0.035 -0.019
C 0.168 -0.065 -0.012
O -0.144 -0.028 -0.284
C -0.087 0.142 0.074
C 0.142 0.021 -0.033
O -0.261 -0.082 0.077
C -0.008 -0.036 -0.024
H -0.006 0.006 0.002
H -0.017 -0.016 0.000
H -0.004 -0.001 0.000
O -0.045 -0.052 -0.165
N -0.020 -0.020 0.061
C 0.032 0.034 -0.072
C -0.015 0.017 0.022
C -0.003 -0.022 0.008
C 0.004 0.003 -0.013
C 0.012 0.051 -0.014
H -0.026 -0.030 0.055
H 0.002 -0.002 0.001
H 0.002 0.000 -0.003
H 0.000 -0.001 0.003
H -0.008 -0.057 0.031



# 3
Computed, not measured: a single C4H6O molecule at a distorted geometry, with the ωB97M-V functional and the def2-TZVPD basis.

- HOMO-LUMO gap: 10.12 eV
- Lowest unoccupied orbital energy: 0.0401 Ha
- Total charge: 0

Each line ends with the Löwdin charge.
Positions of all 11 atoms, in Å:
C  -0.734099  -0.368466  -0.814228  -0.076
C  -0.537383  -0.853650  0.434866  -0.099
C  0.569852  -0.105880  1.123088  -0.222
O  1.244238  0.500378  0.016063  -0.145
C  0.318136  0.669359  -1.024166  -0.251
H  -1.550486  -0.666897  -1.463795  0.104
H  -1.252111  -1.503554  0.993872  0.113
H  1.203262  -0.754805  1.891719  0.145
H  0.134656  0.732494  1.880436  0.149
H  -0.219028  1.683321  -0.959793  0.135
H  0.822963  0.667700  -2.078062  0.147

Forces on the atoms, in the same order (eV/Å):
C 0.501 -1.206 1.963
C -1.662 0.220 -0.145
C -0.322 0.385 2.327
O 0.592 -0.112 0.835
C -0.494 1.419 -2.285
H 0.294 0.248 -0.064
H 0.844 0.419 -0.660
H -0.646 1.245 -2.260
H 0.668 -1.515 -1.765
H 0.811 -0.908 0.031
H -0.585 -0.196 2.022